Entry 1:
{"formula": "C3H7O2PS", "method": "wB97M-V/def2-TZVPD", "symbols": ["H", "C", "H", "H", "C", "S", "O", "C", "H", "O", "H", "P", "H", "H"], "coordinates": [[-0.791, 2.718, -0.983], [-0.256, 1.809, -0.753], [-0.686, -3.451, 0.138], [-0.268, 2.418, 1.506], [-0.184, 1.651, 0.803], [-3.780, -0.232, 0.098], [-1.081, 0.802, -1.185], [-0.096, -2.660, -0.176], [0.541, -2.451, -1.049], [-1.130, 0.659, 1.250], [0.668, 1.785, -1.318], [-1.824, -0.165, 0.031], [0.727, 1.278, 1.089], [0.240, -2.013, 0.596]], "multiplicity": 1, "e_lumo_ev": [-0.215, -1.484], "homo_lumo_gap_ev": [8.263, 7.343], "relative_energy_kj_mol": 341.7}


Entry 2:
{"formula": "C3H7O2S", "method": "wB97M-V/def2-TZVPD", "symbols": ["C", "H", "H", "C", "S", "H", "H", "O", "C", "H", "H", "O", "H"], "coordinates": [[-1.079, 1.612, 0.001], [-1.214, 2.618, 0.537], [-0.513, -1.034, -0.938], [-0.864, -1.105, 0.086], [-2.104, 0.257, 0.612], [2.531, -0.531, 0.920], [0.012, 1.481, 0.251], [2.088, -1.811, -0.552], [2.081, -0.571, -0.154], [-0.089, -0.832, 0.852], [-1.180, -2.193, 0.133], [1.511, 0.421, -0.642], [-1.180, 1.688, -1.106]], "multiplicity": 1, "e_lumo_ev": 3.428, "charge": -1, "homo_lumo_gap_ev": 7.610, "relative_energy_kj_mol": 135.1}


Entry 3:
{"formula": "C3H7O2S", "method": "wB97M-V/def2-TZVPD", "symbols": ["C", "C", "O", "H", "H", "H", "O", "H", "H", "C", "S", "H", "H"], "coordinates": [[2.233, -0.763, 2.225], [-1.828, -0.336, -1.161], [2.462, -0.947, 3.420], [-2.357, 0.305, -1.882], [-2.555, -0.781, -0.483], [0.968, 2.077, -1.238], [1.247, -0.133, 1.728], [-0.261, -0.024, 0.331], [-1.136, 1.396, -0.150], [-0.709, 0.469, -0.536], [0.517, 0.945, -1.835], [2.897, -1.041, 1.369], [-1.478, -1.167, -1.787]], "multiplicity": 1, "e_lumo_ev": 3.257, "charge": -1, "homo_lumo_gap_ev": 7.215, "relative_energy_kj_mol": 76.8}


Entry 4:
{"formula": "C3H7O3", "method": "wB97M-V/def2-TZVPD", "symbols": ["C", "O", "H", "O", "H", "H", "C", "H", "H", "C", "O", "H", "H"], "coordinates": [[-2.554, 0.005, -0.301], [-0.448, -0.940, 0.919], [-3.403, 0.509, 0.088], [2.461, 0.326, -0.132], [4.232, -0.509, 0.563], [-2.528, 0.368, -1.384], [-1.247, 0.304, 0.478], [0.481, -0.696, 0.797], [-2.743, -1.062, -0.333], [3.703, -0.049, -0.351], [4.265, -0.185, -1.440], [-1.613, 0.898, 1.305], [-0.604, 1.031, -0.210]], "multiplicity": 1, "e_lumo_ev": 3.670, "charge": -1, "homo_lumo_gap_ev": 7.812, "relative_energy_kj_mol": 170.3}


Entry 5:
{"formula": "C3H7O3", "method": "wB97M-V/def2-TZVPD", "symbols": ["O", "H", "H", "H", "O", "C", "H", "C", "O", "H", "H", "H", "C"], "coordinates": [[0.980, -1.867, -2.192], [-0.017, 0.837, 1.365], [0.177, 1.416, -0.692], [0.926, 2.301, 1.457], [1.019, -0.039, -0.893], [0.621, -1.192, -1.223], [-0.186, -1.708, 0.765], [-0.439, -1.845, -0.294], [-0.260, 2.156, -0.222], [-1.439, -1.432, -0.433], [-0.453, -2.914, -0.488], [-0.878, 2.371, 1.698], [-0.050, 1.915, 1.152]], "multiplicity": 1, "e_lumo_ev": 4.115, "charge": -1, "homo_lumo_gap_ev": 8.541, "relative_energy_kj_mol": 60.2}


Entry 6:
{"formula": "C3H7O3", "method": "wB97M-V/def2-TZVPD", "symbols": ["H", "H", "H", "H", "O", "H", "H", "H", "O", "C", "C", "O", "C"], "coordinates": [[0.318, -1.153, -1.597], [0.235, 0.595, -1.612], [-2.257, 1.528, 1.726], [1.666, 0.293, -3.449], [1.554, -0.272, -0.217], [2.933, 0.309, -2.184], [1.026, -0.064, 0.632], [2.249, -1.271, -2.836], [-0.569, 0.666, 1.395], [2.061, -0.233, -2.560], [-1.821, 0.507, 1.604], [-2.658, -0.429, 1.791], [0.962, -0.265, -1.449]], "multiplicity": 1, "e_lumo_ev": 3.902, "charge": -1, "homo_lumo_gap_ev": 7.992, "relative_energy_kj_mol": 123.2}


Entry 7:
{"formula": "C3H7O3", "method": "wB97M-V/def2-TZVPD", "symbols": ["O", "H", "H", "H", "C", "C", "C", "O", "H", "O", "H", "H", "H"], "coordinates": [[0.772, -1.038, 0.139], [-0.102, -1.593, -2.501], [1.350, -2.320, -1.919], [-2.628, 1.117, 2.740], [0.800, -0.418, -0.941], [-1.979, 1.285, 1.879], [0.898, -1.432, -2.178], [-0.692, 0.678, 2.046], [1.523, -0.927, -2.873], [0.704, 0.818, -1.152], [-0.279, 0.577, 1.157], [-2.081, 2.246, 1.495], [-2.368, 0.625, 1.084]], "multiplicity": 1, "e_lumo_ev": 4.086, "charge": -1, "homo_lumo_gap_ev": 8.187, "relative_energy_kj_mol": 131.2}


Entry 8:
{"formula": "C3H7O3", "method": "wB97M-V/def2-TZVPD", "symbols": ["H", "H", "O", "C", "H", "H", "O", "H", "H", "O", "C", "H", "C"], "coordinates": [[1.827, 1.858, -0.610], [-2.978, -1.176, -0.244], [-1.027, 0.544, -0.692], [-1.063, -0.198, 0.302], [1.382, -0.169, 0.537], [-2.971, -0.223, 1.273], [2.309, 0.013, 0.224], [3.267, 1.065, -1.224], [-2.156, -1.778, 1.237], [-0.137, -0.422, 1.144], [2.255, 0.888, -0.858], [1.683, 0.500, -1.718], [-2.393, -0.903, 0.631]], "multiplicity": 1, "e_lumo_ev": 4.373, "charge": -1, "homo_lumo_gap_ev": 8.864, "relative_energy_kj_mol": 51.0}


Entry 9:
{"formula": "C3H7O3", "method": "wB97M-V/def2-TZVPD", "symbols": ["H", "C", "H", "H", "H", "H", "O", "H", "H", "O", "O", "C", "C"], "coordinates": [[-1.809, -0.829, -1.521], [0.985, 1.783, 0.822], [-1.642, -2.627, -1.188], [0.253, 2.405, 0.297], [0.548, 1.295, 1.690], [1.808, 2.415, 1.163], [-1.963, -1.333, 0.413], [-1.278, -1.275, 1.099], [-0.313, -1.617, -0.665], [1.109, -0.440, 0.075], [2.204, 1.073, -1.142], [-1.394, -1.608, -0.891], [1.492, 0.756, -0.154]], "multiplicity": 1, "e_lumo_ev": 4.053, "charge": -1, "homo_lumo_gap_ev": 7.969, "relative_energy_kj_mol": 121.7}


Entry 10:
{"formula": "C3H7O3", "method": "wB97M-V/def2-TZVPD", "symbols": ["H", "H", "H", "H", "H", "O", "H", "C", "O", "C", "H", "O", "C"], "coordinates": [[2.847, 1.432, -0.021], [-2.651, 0.982, -0.241], [-2.258, -0.863, -2.033], [-1.349, -0.350, 0.173], [2.961, -0.042, -0.749], [1.179, -0.639, 1.740], [3.462, 0.289, 0.957], [2.736, 0.471, 0.266], [0.312, 0.372, -0.017], [-2.519, -0.202, -0.151], [-2.986, -0.720, 0.659], [-2.995, -0.775, -1.302], [1.261, 0.043, 0.719]], "multiplicity": 2, "e_lumo_ev": [0.628, -3.646], "s2": 0.76, "homo_lumo_gap_ev": [11.009, 6.676], "relative_energy_kj_mol": 226.4}


Entry 11:
{"formula": "C3H7O3S2", "method": "wB97M-V/def2-TZVPD", "symbols": ["H", "H", "C", "H", "H", "O", "C", "H", "S", "H", "O", "O", "C", "H", "S"], "coordinates": [[-1.738, -0.946, 1.657], [-0.591, 1.631, -1.589], [-1.503, -0.761, 0.659], [1.584, 0.535, 1.224], [-1.417, 0.233, -1.884], [2.199, 0.546, -1.038], [-1.135, 0.673, 0.287], [-0.563, -1.319, 0.452], [-1.033, 1.965, 1.383], [0.394, 0.209, -1.245], [1.375, -1.532, 0.021], [3.404, -0.437, 0.823], [-0.695, 0.680, -1.089], [-2.380, -1.206, 0.151], [2.098, -0.271, 0.190]], "multiplicity": 1, "e_lumo_ev": [3.003, 3.002], "charge": -1, "homo_lumo_gap_ev": [8.317, 8.317], "relative_energy_kj_mol": 216.5}


Entry 12:
{"formula": "C3H7O4P", "method": "wB97M-V/def2-TZVPD", "symbols": ["O", "O", "C", "H", "H", "O", "P", "H", "H", "O", "H", "H", "C", "C", "H"], "coordinates": [[-2.210, 1.343, -0.302], [1.529, -1.571, -0.673], [0.113, 0.065, 0.431], [0.213, 2.026, 1.082], [-3.402, -0.804, -0.693], [-2.585, -1.161, -0.366], [-1.477, 0.087, -0.185], [-0.115, -1.920, 0.574], [1.945, 1.346, 0.724], [0.840, 1.949, -0.916], [0.016, 2.342, -1.100], [2.103, -2.372, -0.732], [0.756, -1.262, 0.452], [0.819, 1.401, 0.383], [1.457, -1.470, 1.321]], "multiplicity": 1, "e_lumo_ev": -0.203, "homo_lumo_gap_ev": 8.868, "relative_energy_kj_mol": 187.0}